1.
73
Properties=species:S:1:pos:R:3 method="wB97M-V/def2-TZVPD" orbital_gap_ev=6.35 lumo_ev=0.89 largest_force_ev_per_a=1.5 relative_energy_kcal_mol=0.0 charge=-1 e_homo_ha=-0.2008
Ti 0.61 1.31 -0.42
Se -0.51 0.56 3.68
P -0.69 -1.18 2.34
Se 0.48 -1.32 0.55
C -2.48 -1.21 1.98
C -2.94 -1.24 0.67
C -4.31 -1.26 0.42
C -5.21 -1.25 1.47
C -4.75 -1.23 2.79
C -3.39 -1.21 3.04
C -0.42 -2.68 3.33
C -1.03 -3.87 2.93
C -0.80 -5.03 3.63
C 0.05 -5.02 4.74
C 0.66 -3.84 5.13
C 0.43 -2.66 4.44
H -2.22 -1.22 -0.14
H -4.67 -1.28 -0.60
H -6.28 -1.27 1.28
H -5.45 -1.23 3.61
H -3.02 -1.20 4.06
H -1.68 -3.87 2.07
H -1.27 -5.96 3.32
H 0.23 -5.94 5.29
H 1.32 -3.82 5.99
H 0.91 -1.76 4.78
C -3.69 2.10 1.11
N -2.59 3.02 0.80
C -2.71 4.27 1.03
C -1.73 5.32 0.94
C -0.45 5.28 1.31
N -0.60 3.00 -0.65
C -1.40 2.36 0.07
O -1.33 1.10 0.34
N 3.79 3.98 2.07
H -4.61 2.65 1.24
H -3.45 1.55 2.02
H -3.79 1.37 0.31
H -3.70 4.59 1.34
H -2.12 6.29 0.65
H 0.17 6.17 1.24
H 0.87 0.25 4.25
N 0.71 0.29 -1.93
C 1.12 -0.36 -2.92
C 0.13 -0.76 -3.98
C 0.18 -2.00 -4.61
C -0.79 -2.35 -5.54
C -1.80 -1.46 -5.85
C -1.86 -0.22 -5.23
C -0.90 0.12 -4.29
C 2.56 -0.72 -3.08
C 3.37 -0.80 -1.94
C 4.72 -1.06 -2.07
C 5.29 -1.23 -3.32
C 4.49 -1.13 -4.46
C 3.13 -0.88 -4.34
H 0.98 -2.69 -4.36
H -0.75 -3.32 -6.01
H -2.56 -1.74 -6.58
H -2.65 0.47 -5.47
H -0.93 1.08 -3.78
H 2.94 -0.65 -0.96
H 5.33 -1.09 -1.17
H 6.35 -1.42 -3.42
H 4.93 -1.24 -5.44
H 2.53 -0.78 -5.23
Cl 2.11 2.80 -1.67
C 3.55 2.95 1.63
Cl 2.13 0.30 5.48
Cl 0.33 3.94 1.96
C 3.28 1.60 1.05
O 4.19 0.84 0.86
O 2.01 1.35 0.87

***

2.
72
Properties=species:S:1:pos:R:3 method="wB97M-V/def2-TZVPD" orbital_gap_ev=5.62 lumo_ev=4.13 largest_force_ev_per_a=0.7 charge=-2 e_homo_ha=-0.0549
Pt 0.22 0.45 -0.15
C -0.44 2.38 3.82
Si 0.62 1.00 3.07
C 2.12 1.82 2.31
C 1.36 -0.01 4.49
N -0.27 0.06 1.93
C -1.17 -0.89 2.31
C -1.74 -0.95 3.61
C -2.64 -1.91 4.03
C -3.07 -2.90 3.15
C -2.56 -2.88 1.86
C -1.65 -1.92 1.45
O -1.15 -1.91 0.17
C -1.36 -2.94 -0.69
C -2.18 -2.73 -1.79
C -2.36 -3.75 -2.71
C -1.73 -4.97 -2.53
C -0.88 -5.16 -1.44
C -0.69 -4.14 -0.52
H 0.20 3.15 4.28
H -1.14 2.02 4.58
H -1.03 2.86 3.03
H 3.01 1.58 2.92
H 2.02 2.91 2.27
H 2.30 1.46 1.30
H 1.86 0.66 5.18
H 2.11 -0.69 4.06
H 0.65 -0.62 5.05
H -1.47 -0.17 4.31
H -3.03 -1.87 5.04
H -3.78 -3.66 3.45
H -2.89 -3.62 1.14
H -2.65 -1.76 -1.91
H -3.00 -3.59 -3.57
H -1.88 -5.78 -3.24
H -0.35 -6.10 -1.32
H -0.01 -4.24 0.32
C 4.88 2.27 -1.01
C 4.73 0.79 -0.76
C 5.82 -0.07 -0.72
C 5.51 -1.41 -0.48
N 4.29 -1.86 -0.28
C 3.28 -0.94 -0.32
S 1.68 -1.50 0.00
N 3.49 0.37 -0.57
H 5.92 2.54 -1.18
H 4.49 2.83 -0.16
H 4.28 2.55 -1.88
H 6.83 0.27 -0.86
H 6.30 -2.16 -0.46
F 0.70 0.71 -6.37
C 0.62 0.70 -5.00
C 0.65 -0.51 -4.34
C 0.58 -0.51 -2.95
C 0.48 0.67 -2.17
C 0.43 1.85 -2.92
C 0.51 1.88 -4.32
H 0.72 -1.44 -4.89
H 0.62 -1.47 -2.45
H 0.32 2.80 -2.43
H 0.48 2.82 -4.86
Cl 1.58 3.52 -0.11
C -0.15 3.44 0.03
C -0.80 2.20 -0.06
C -2.20 2.26 -0.01
Cl -3.12 0.79 -0.03
C -2.91 3.46 0.08
Cl -4.64 3.49 -0.01
C -2.22 4.66 0.22
Cl -3.08 6.15 0.39
C -0.83 4.64 0.22
Cl 0.03 6.13 0.47